Entry 1:
44
Properties=species:S:1:pos:R:3:forces:R:3 method="wB97M-V/def2-TZVPD" e_above_lowest_kcal_mol=0.0 multiplicity=1 e_homo_ev=-4.29 e_tot_ev=-25535.7045 homo_lumo_gap_ha=0.2674 total_charge=-1
C 3.8753 1.1553 0.8454 -0.1 -0.2 -0.2
C 3.9268 0.9343 -0.6868 0.1 0.2 -0.1
N 2.7325 1.3049 -1.4237 -0.2 -0.3 0.4
Al 1.2042 0.2028 -1.4282 0.0 0.1 -0.4
N 1.2992 -0.9775 -2.9295 -0.2 0.2 0.4
C -0.3711 1.4836 -1.6932 0.2 -0.1 0.3
C -1.4434 1.4755 -0.5841 -0.1 0.2 -0.1
C -2.7707 0.8195 -1.0058 0.1 -0.1 0.0
C -3.5001 0.0027 0.0715 -0.1 0.1 -0.2
C -3.3994 0.5824 1.4629 0.0 -0.1 0.1
O -4.4647 0.0668 2.2504 -0.2 -0.1 -0.2
C -4.3706 0.3686 3.6174 0.1 0.1 0.0
C 0.9512 -0.9477 0.2332 0.0 -0.3 -0.1
C 1.4400 -2.4005 0.2286 0.0 0.2 0.1
C 2.8895 -2.5614 -0.1967 0.1 0.0 0.2
O 0.5924 -3.2351 -0.5680 -0.1 -0.1 0.1
H 4.7347 1.7292 1.1914 0.0 0.1 0.1
H 2.9589 1.6872 1.0945 0.0 0.1 0.1
H 3.8533 0.2092 1.3868 0.0 0.0 0.1
H 4.7983 1.4870 -1.0651 0.1 0.0 -0.1
H 4.1411 -0.1147 -0.8859 0.0 -0.1 0.0
H 2.5092 2.2703 -1.2139 0.0 0.1 -0.1
H 1.2884 -0.3728 -3.7479 0.2 -0.1 -0.1
H 0.4182 -1.4842 -3.0075 0.0 -0.1 -0.1
H -0.8408 1.2658 -2.6579 -0.1 0.0 -0.1
H 0.0336 2.4964 -1.7949 0.1 0.1 0.0
H -1.0686 0.9812 0.3122 0.1 -0.1 0.1
H -1.6617 2.5055 -0.2847 0.0 0.0 0.2
H -3.4390 1.5916 -1.3934 0.0 0.1 0.0
H -2.5661 0.1567 -1.8481 0.0 -0.1 0.0
H -3.1264 -1.0209 0.0724 0.1 -0.1 0.1
H -4.5627 -0.0550 -0.1733 -0.1 0.0 0.0
H -3.4653 1.6752 1.4328 0.0 0.1 0.0
H -2.4474 0.3118 1.9265 0.1 0.1 0.0
H -3.6083 1.1257 3.8159 0.0 0.1 0.0
H -4.1126 -0.5289 4.1823 0.0 -0.1 0.1
H -5.3271 0.7531 3.9703 -0.1 0.0 0.1
H 1.3573 -0.4785 1.1359 0.1 0.2 0.0
H -0.1295 -1.0061 0.4174 -0.1 0.0 0.1
H 1.3541 -2.8160 1.2386 -0.1 -0.2 0.0
H 3.0927 -2.0416 -1.1303 -0.1 0.0 -0.1
H 3.5453 -2.1589 0.5799 0.1 0.1 0.0
H 3.1263 -3.6197 -0.3143 0.0 -0.1 0.0
H 0.5529 -2.8227 -1.4332 0.1 0.1 -0.3


Entry 2:
60
Properties=species:S:1:pos:R:3:forces:R:3 method="wB97M-V/def2-TZVPD" e_above_lowest_kcal_mol=0.4 multiplicity=1 e_homo_ev=-9.32 e_tot_ev=-44968.4788 homo_lumo_gap_ha=0.3581 total_charge=0 smiles="CN(CC1(O)CN(C(=O)C[C@@H]2C[C@@H](O)C2(C)C)C1)C(=O)C1(Cl)CCCCC1"
C 2.2179 4.5363 -0.2640 0.0 0.0 0.0
N 1.1294 3.5685 -0.2978 0.1 -0.1 0.0
C 1.1645 2.6007 -1.3757 0.0 0.0 0.0
C 2.4419 1.7634 -1.4273 0.0 0.0 0.0
O 3.4375 2.5065 -2.0830 0.0 0.0 0.0
C 2.8074 1.1031 -0.0734 0.0 0.0 0.0
N 2.2442 -0.1341 -0.5954 0.0 0.0 0.0
C 2.1701 -1.3443 0.0110 0.0 0.0 0.0
O 2.5281 -1.4931 1.1664 0.0 0.0 0.0
C 1.5231 -2.4492 -0.7926 0.0 0.0 0.0
C 0.0824 -2.6047 -0.3194 0.0 0.0 0.0
C -0.1749 -3.2323 1.0657 0.0 0.0 0.0
C -1.4013 -3.9453 0.4806 0.0 0.0 0.0
O -2.5569 -3.1862 0.7932 0.0 0.0 0.0
C -0.8303 -3.6956 -0.9503 0.0 0.0 0.0
C -1.8004 -3.2144 -2.0107 0.0 0.0 0.0
C -0.0588 -4.9185 -1.4243 0.0 0.0 0.0
C 2.1582 0.3349 -1.9758 0.0 0.0 0.0
C 0.3417 3.5025 0.8139 -0.1 0.3 0.0
O 0.6247 4.1483 1.8088 0.0 0.0 0.0
C -0.9666 2.6763 0.8468 0.1 -0.2 0.0
Cl -1.8715 2.8495 -0.7293 0.0 0.0 0.0
C -1.8764 3.2353 1.9442 0.0 0.0 0.0
C -3.1416 2.4078 2.1440 0.0 0.0 0.0
C -2.8048 0.9483 2.4323 0.0 0.0 0.0
C -1.9342 0.3658 1.3254 0.0 0.0 0.0
C -0.6708 1.1956 1.1206 0.0 0.0 0.0
H 1.9050 5.4037 0.3085 0.0 0.0 0.0
H 3.1173 4.1239 0.1998 0.0 0.0 0.0
H 2.4600 4.8197 -1.2864 0.0 0.0 0.0
H 0.3257 1.9248 -1.2794 0.0 0.0 0.0
H 1.0614 3.1098 -2.3389 0.0 0.0 0.0
H 4.2671 2.0176 -2.0585 0.0 0.0 0.0
H 3.8855 1.0388 0.1060 0.0 0.0 0.0
H 2.3200 1.4943 0.8201 0.0 0.0 0.0
H 1.5553 -2.2324 -1.8635 0.0 0.0 0.0
H 2.0832 -3.3663 -0.6079 0.0 0.0 0.0
H -0.4299 -1.6399 -0.3906 0.0 0.0 0.0
H 0.6172 -3.9226 1.3534 0.0 0.0 0.0
H -0.3741 -2.5643 1.9009 0.0 0.0 0.0
H -1.5460 -4.9975 0.7491 0.0 0.0 0.0
H -3.3087 -3.5545 0.3182 0.0 0.0 0.0
H -2.4968 -4.0058 -2.3033 0.0 0.0 0.0
H -2.3765 -2.3584 -1.6571 0.0 0.0 0.0
H -1.2599 -2.9101 -2.9109 0.0 0.0 0.0
H -0.7522 -5.7222 -1.6825 0.0 0.0 0.0
H 0.5363 -4.6935 -2.3122 0.0 0.0 0.0
H 0.6161 -5.2990 -0.6550 0.0 0.0 0.0
H 1.1978 0.1817 -2.4722 0.0 0.0 0.0
H 2.9659 -0.0394 -2.6131 0.0 0.0 0.0
H -1.2890 3.2388 2.8631 0.0 0.0 0.0
H -2.1106 4.2756 1.7175 0.0 0.0 0.0
H -3.7135 2.8373 2.9690 0.0 0.0 0.0
H -3.7739 2.4708 1.2548 0.0 0.0 0.0
H -2.2671 0.8821 3.3848 0.0 0.0 0.0
H -3.7168 0.3584 2.5416 0.0 0.0 0.0
H -1.6592 -0.6638 1.5557 0.0 0.0 0.0
H -2.5010 0.3317 0.3903 0.0 0.0 0.0
H -0.0560 0.7625 0.3304 0.0 0.0 0.0
H -0.0654 1.1737 2.0343 0.0 0.0 0.0


Entry 3:
17
Properties=species:S:1:pos:R:3:forces:R:3 method="wB97M-V/def2-TZVPD" e_above_lowest_kcal_mol=140.6 multiplicity=1 e_homo_ev=-7.48 e_tot_ev=-6847.4330 homo_lumo_gap_ha=0.3125 total_charge=0
C -0.1452 0.1937 0.2110 -4.6 -3.2 -1.4
C 0.5765 -0.8337 -0.3705 5.8 3.1 0.7
C 0.3732 -0.8821 1.1230 -0.2 0.1 -0.1
C -0.5428 1.6190 0.1723 0.2 0.0 -0.1
C -1.5594 -0.9037 -0.5738 -0.4 1.9 1.6
N 2.0976 0.2877 -0.3249 -0.5 -1.0 -0.4
H 0.7792 -1.4166 -1.2504 -0.5 -0.1 0.0
H 2.2202 0.8635 -1.1547 0.0 -0.3 0.3
H 2.8082 0.4536 0.3855 -0.2 -0.5 -0.4
H -0.3142 -1.6020 1.5490 0.0 0.1 0.0
H 1.2255 -0.6367 1.7395 0.1 -0.1 -0.1
H -1.5683 1.7384 0.5323 0.1 -0.1 0.0
H 0.1225 2.1958 0.8117 0.0 0.0 0.0
H -0.4858 2.0119 -0.8432 0.0 0.0 0.0
H -2.3114 -0.6412 0.1672 -0.4 -0.1 -0.2
H -1.7641 -0.4591 -1.5443 0.0 0.0 0.0
H -1.5118 -1.9884 -0.6295 0.6 0.0 0.1


Entry 4:
38
Properties=species:S:1:pos:R:3:forces:R:3 method="wB97M-V/def2-TZVPD" e_above_lowest_kcal_mol=16.0 multiplicity=1 e_homo_ev=-7.98 e_tot_ev=-27473.9125 homo_lumo_gap_ha=0.2965 total_charge=0 smiles="O=C(COc1ccc2ccccc2c1)N/N=C/c1ccccn1"
O -0.2075 -1.2209 1.1015 0.0 -0.1 0.0
C -1.1266 -0.4512 1.1230 -0.1 -0.1 0.0
N -1.0605 0.8163 1.6530 -0.8 0.6 0.0
N 0.0667 1.2754 2.2119 0.7 0.0 0.3
C 0.0852 2.4344 2.7303 -0.9 -0.3 -0.4
C 1.2902 2.9608 3.3424 0.9 0.0 0.3
N 1.1895 4.1861 3.8579 -0.6 -0.2 -0.3
C 2.2539 4.7135 4.4297 0.4 0.1 0.2
C 3.4757 4.0612 4.5238 -0.1 0.0 0.0
C 3.5824 2.7855 3.9869 -0.1 0.1 0.0
C 2.4748 2.2199 3.3846 -0.2 0.2 0.0
H 2.4925 1.2341 2.9501 0.0 -0.1 0.0
H 4.5159 2.2440 4.0394 0.0 0.0 0.0
H 4.3166 4.5381 5.0026 0.1 0.1 0.0
H 2.1191 5.7092 4.8323 0.1 0.1 0.1
H -0.7905 3.0926 2.7481 0.0 0.0 0.0
H -1.8951 1.4098 1.6591 0.3 -0.3 0.0
C -2.5294 -0.7587 0.5757 0.1 -0.1 0.0
O -2.5939 -1.9944 -0.0739 0.1 -0.1 0.0
C -1.9115 -2.1580 -1.2487 0.1 0.2 -0.3
C -1.2063 -1.1858 -1.9088 -0.3 0.0 0.4
C -0.5699 -1.4728 -3.1351 0.0 -0.3 -0.2
C 0.1663 -0.4935 -3.8330 0.1 0.1 -0.1
C 0.7731 -0.7890 -5.0222 0.0 0.2 0.2
C 0.6727 -2.0763 -5.5698 0.0 -0.3 -0.1
C -0.0327 -3.0483 -4.9155 0.1 0.1 -0.1
C -0.6683 -2.7748 -3.6886 0.1 0.3 0.1
C -1.4015 -3.7535 -2.9825 -0.1 0.0 0.2
C -2.0057 -3.4564 -1.7992 0.0 -0.1 0.0
H -2.5668 -4.1937 -1.2471 -0.1 -0.1 0.0
H -1.4750 -4.7485 -3.3972 0.0 -0.1 0.0
H -0.1128 -4.0432 -5.3303 0.0 -0.1 -0.1
H 1.1583 -2.2925 -6.5102 0.0 0.0 -0.1
H 1.3357 -0.0317 -5.5488 0.0 0.1 0.0
H 0.2455 0.4979 -3.4093 0.0 0.1 0.0
H -1.0980 -0.1880 -1.5102 0.0 0.1 0.1
H -2.8661 0.0580 -0.0809 0.0 -0.1 0.1
H -3.2227 -0.8422 1.4196 0.1 0.1 -0.1